A structure of composition C24H43N5O7Sb2W at a distorted geometry. Source: the Open Molecules 2025 dataset; level of theory: ωB97M-V/def2-TZVPD.

Last column: Mulliken charge in e.
Geometry (Å):
1 W -0.56849 -1.46918 -1.25848  1.0029
2 O -1.64740 -2.88831 0.21678  -0.4782
3 C -1.92529 -4.25109 -0.21164  -0.6512
4 C -0.65438 -4.82262 -0.79190  -0.9232
5 N -0.19897 -3.97576 -1.92263  0.2730
6 C -1.08844 -4.11728 -3.10585  -0.8290
7 C -1.63969 -2.75090 -3.44452  0.5022
8 O -1.61909 -2.11436 -4.41756  -0.3590
9 O -2.06059 -2.16175 -2.12527  -0.4001
10 C 1.22518 -4.06672 -2.24486  -0.6801
11 C 1.85725 -2.69325 -2.12722  0.2976
12 O 2.90289 -2.35794 -1.73281  -0.4593
13 O 0.84928 -1.68686 -2.48611  -0.3378
14 H -1.21622 -2.90177 1.08914  0.2981
15 H -2.74791 -4.19195 -0.91714  0.3822
16 H -2.26728 -4.83281 0.64319  0.5784
17 H -0.81181 -5.85464 -1.11849  0.4703
18 H 0.13418 -4.82708 -0.03937  0.4261
19 H -1.91701 -4.78386 -2.86908  0.4232
20 H -0.56854 -4.50392 -3.97969  0.4885
21 H 1.40366 -4.44894 -3.25085  0.4144
22 H 1.75144 -4.71267 -1.54312  0.4678
23 C -3.96994 0.20053 -0.57078  -0.9542
24 Sb -2.14740 0.06425 0.49454  0.8712
25 C -2.76710 -0.76473 2.33713  -1.2775
26 C -1.68920 2.11598 0.86796  -1.0432
27 C -2.46685 3.05151 -0.00785  0.1693
28 C -3.62315 3.64263 0.48927  -0.7109
29 C -4.35335 4.53862 -0.28011  -0.7987
30 C -3.92414 4.85262 -1.56040  -0.6930
31 C -2.77016 4.26726 -2.06366  -0.7675
32 C -2.03531 3.36233 -1.30174  1.0463
33 C -0.77058 2.79214 -1.88015  -1.4709
34 Sb -0.94201 0.84903 -2.74910  0.9036
35 C -2.73424 0.99613 -3.82371  -1.2664
36 C 0.58689 0.87850 -4.19457  -1.3050
37 H -4.04881 1.21669 -0.95294  0.1856
38 H -4.76430 0.01674 0.15146  0.5606
39 H -4.03759 -0.52701 -1.37372  0.2780
40 H -3.64499 -1.36691 2.11715  0.4618
41 H -3.03093 0.10063 2.94406  0.4787
42 H -1.99864 -1.34865 2.83243  0.3638
43 H -0.61088 2.25198 0.79047  0.1719
44 H -1.95879 2.23789 1.91814  1.0013
45 H -3.95431 3.41915 1.49774  0.4744
46 H -5.24354 4.99969 0.12604  0.4606
47 H -4.47413 5.56336 -2.16228  0.4631
48 H -2.42813 4.53721 -3.05678  0.4669
49 H 0.07602 2.80796 -1.19415  0.4898
50 H -0.47511 3.34776 -2.77360  0.8286
51 H -2.44764 1.42404 -4.78442  0.5946
52 H -3.39706 1.67316 -3.29034  0.3945
53 H -3.19750 0.02830 -3.98150  0.3912
54 H 0.47987 1.83741 -4.70158  0.5686
55 H 0.43466 0.06240 -4.89689  0.4126
56 H 1.56863 0.79860 -3.73675  0.3795
57 N 1.48862 0.23084 -0.50205  -0.3560
58 C 1.69890 0.06077 0.94913  0.6476
59 C 3.18809 -0.15177 1.30563  -0.9313
60 C 3.59092 -0.20269 2.78760  -1.1271
61 C 3.93307 1.15054 3.41361  -0.7894
62 N 4.47814 0.93235 4.75323  -0.1002
63 C 5.23915 1.79541 5.44209  0.8111
64 N 5.69973 1.45218 6.63843  -0.3552
65 N 5.53026 2.99125 4.94255  -0.3165
66 C 0.87109 -1.15481 1.33443  -0.2039
67 O 0.42663 -1.45013 2.38902  -0.5043
68 O 0.59423 -1.92416 0.19204  -0.2654
69 H 2.15667 -0.37760 -0.97546  0.1562
70 H 1.72167 1.18154 -0.77697  0.4397
71 H 1.26145 0.90731 1.48228  0.1590
72 H 3.75706 0.62354 0.78528  0.6422
73 H 3.48586 -1.09838 0.84434  0.3565
74 H 4.48586 -0.82395 2.85045  0.4744
75 H 2.82183 -0.70824 3.37928  0.4060
76 H 3.06147 1.81049 3.46390  0.3884
77 H 4.69622 1.63257 2.79796  0.4104
78 H 4.23014 0.07743 5.22593  0.2254
79 H 5.54983 0.53313 7.02112  0.2006
80 H 6.27192 2.07934 7.18178  0.2123
81 H 5.18191 3.29659 4.05233  0.1677
82 H 6.14618 3.62292 5.43017  0.2163

Results
orbital gap: 0.1966 Eh
highest occupied orbital energy: -18.201 eV
2S+1: 1
net charge: +4

=====

A structure of composition C24H44Cl3O7PRuSSi. Source: the Open Molecules 2025 dataset; level of theory: ωB97M-V/def2-TZVPD.

Last column: Mulliken charge in e.
Geometry (Å):
1 Ru 0.91315 0.29775 -0.66889  0.0956
2 C -2.33103 -1.57775 1.56709  -1.7166
3 C -1.37975 -1.93348 0.44305  1.6885
4 C -0.90731 -3.37431 0.52142  -1.3859
5 C -1.98494 -1.64681 -0.90282  -2.0105
6 O -0.16603 -1.00701 0.58216  1.2091
7 Si 0.73716 -0.92476 2.03901  -0.2204
8 S 2.25555 0.29644 1.16567  -0.6868
9 O -0.00628 -0.22681 3.25450  0.2461
10 C -0.50354 1.03903 3.77729  1.8763
11 C -1.81134 0.73352 4.48814  -1.6721
12 C 0.55043 1.54308 4.74930  -1.6917
13 C -0.70819 2.01232 2.62842  -1.5438
14 O 1.29111 -2.37313 2.37332  -0.0441
15 C 1.66262 -3.10394 3.59662  1.6108
16 C 2.19693 -4.43750 3.10725  -1.6648
17 C 0.42775 -3.28349 4.46193  -1.3882
18 C 2.73423 -2.29073 4.30194  -1.5070
19 H -3.22226 -2.19812 1.47355  0.5727
20 H -2.63502 -0.53191 1.51606  0.3053
21 H -1.89598 -1.77338 2.54510  0.3393
22 H -1.74166 -4.01635 0.23891  0.5033
23 H -0.58886 -3.65248 1.51943  0.1144
24 H -0.08446 -3.55629 -0.16914  0.3263
25 H -2.88235 -2.25477 -1.01549  0.6379
26 H -1.30515 -1.90781 -1.71100  0.0676
27 H -2.28047 -0.60091 -0.97838  0.2659
28 H -1.66308 -0.03230 5.24826  0.3600
29 H -2.57186 0.39118 3.78804  0.3432
30 H -2.18192 1.63284 4.97832  0.4760
31 H 0.71161 0.81814 5.54590  0.3726
32 H 0.22798 2.48063 5.20081  0.4896
33 H 1.49789 1.71705 4.23742  0.3180
34 H -1.39530 1.60286 1.88465  0.1550
35 H 0.24151 2.25166 2.14670  0.1249
36 H -1.13660 2.94143 3.00376  0.6311
37 H 1.42171 -5.00231 2.59033  0.3446
38 H 2.53956 -5.02955 3.95513  0.4315
39 H 3.03656 -4.28987 2.42953  0.3606
40 H -0.35309 -3.81724 3.91898  0.3122
41 H 0.03534 -2.32706 4.80174  0.1009
42 H 0.68603 -3.87729 5.33834  0.5735
43 H 3.59757 -2.14754 3.65276  0.3511
44 H 3.06666 -2.80648 5.20232  0.5029
45 H 2.34670 -1.31546 4.60320  0.1842
46 Cl 4.30476 6.58360 -1.62196  -0.0869
47 C 3.16467 5.37347 -1.32376  0.4575
48 C 3.51056 4.03024 -1.61897  -0.7300
49 C 2.58656 3.06693 -1.36840  0.7623
50 Cl 2.93151 1.40204 -1.75018  -0.0382
51 C 1.28544 3.34161 -0.81138  -0.3635
52 O 0.45721 2.43290 -0.55467  -0.3863
53 C 0.98711 4.73463 -0.55009  0.3395
54 Cl -0.54459 5.09561 0.08697  -0.0999
55 C 1.91043 5.71541 -0.80045  -0.5847
56 H 4.48441 3.80470 -2.02935  0.5053
57 H 1.68093 6.75115 -0.59354  0.4967
58 C -3.85077 0.30547 -3.42973  -1.4200
59 C -2.52232 0.98170 -3.21270  0.0106
60 O -1.47162 -0.00140 -3.44846  -0.2115
61 P 0.02241 0.11672 -2.94426  0.9015
62 O 0.74811 1.10662 -3.95793  -0.3031
63 C 0.32017 2.47715 -4.18062  -0.0827
64 C -0.27245 2.61335 -5.56050  -1.4141
65 O 0.70571 -1.26004 -3.24552  -0.2392
66 C 0.69586 -1.94074 -4.55746  -0.2122
67 C -0.31359 -3.05742 -4.54180  -1.0775
68 H -4.65479 0.98908 -3.16115  0.4088
69 H -3.93877 -0.58551 -2.81147  0.2783
70 H -3.97790 0.02005 -4.47199  0.3534
71 H -2.41256 1.37048 -2.19422  0.1929
72 H -2.37442 1.80194 -3.91414  0.4060
73 H 1.22132 3.08365 -4.07627  0.4022
74 H -0.37936 2.77481 -3.39516  0.3166
75 H 0.46875 2.36493 -6.31728  0.3885
76 H -0.59876 3.64006 -5.72519  0.3955
77 H -1.12997 1.95345 -5.69219  0.2763
78 H 1.71488 -2.29814 -4.68487  0.3699
79 H 0.48752 -1.19243 -5.32149  0.2921
80 H -0.10726 -3.75495 -3.73096  0.2885
81 H -0.25284 -3.60819 -5.48029  0.4364
82 H -1.32792 -2.67402 -4.43920  0.2117

Results
orbital gap (spin up / spin down): 0.2938 / 0.2275 Eh
highest occupied orbital energy (spin up / spin down): -14.683 / -15.081 eV
expectation value of S²: 6.046
2S+1: 5
net charge: +2